{"formula": "C47H100N9O10PS2", "method": "wB97M-V/def2-TZVPD", "species": ["C", "C", "C", "C", "C", "C", "C", "C", "N", "C", "C", "C", "C", "C", "C", "C", "C", "C", "S", "S", "C", "C", "C", "P", "C", "C", "O", "O", "C", "C", "O", "N", "C", "C", "H", "H", "H", "H", "H", "H", "H", "H", "H", "H", "H", "H", "H", "H", "H", "H", "H", "H", "H", "H", "H", "H", "H", "H", "H", "H", "H", "H", "H", "H", "H", "H", "H", "H", "H", "H", "H", "H", "H", "H", "H", "H", "H", "H", "H", "H", "H", "H", "H", "H", "H", "C", "N", "C", "C", "O", "H", "H", "H", "H", "H", "H", "H", "C", "N", "C", "C", "O", "H", "H", "H", "H", "H", "H", "H", "C", "N", "C", "C", "O", "H", "H", "H", "H", "H", "H", "H", "C", "N", "C", "C", "O", "H", "H", "H", "H", "H", "H", "H", "C", "N", "C", "C", "O", "H", "H", "H", "H", "H", "H", "H", "C", "N", "C", "C", "O", "H", "H", "H", "H", "H", "H", "H", "C", "N", "C", "C", "O", "H", "H", "H", "H", "H", "H", "H"], "positions_angstrom": [[3.08, 4.65, 2.87], [2.78, 3.83, 1.61], [4.05, 3.44, 0.86], [3.82, 2.38, -0.21], [2.89, 2.85, -1.36], [1.57, 2.09, -1.37], [0.71, 2.34, -2.62], [-0.56, 3.16, -2.37], [-1.82, 2.39, -2.16], [-2.82, 3.24, -1.47], [-4.24, 2.89, -1.93], [-5.27, 2.76, -0.80], [-6.29, 1.66, -1.10], [-7.47, 1.69, -0.12], [-7.80, 0.35, 0.53], [-9.19, 0.39, 1.19], [-9.31, -0.52, 2.41], [-1.63, 1.17, -1.48], [-1.62, -0.24, -2.29], [-1.48, 1.23, 0.27], [-0.86, -0.37, 0.78], [0.53, -0.72, 0.25], [1.66, -0.23, 1.17], [2.33, -1.56, 2.27], [2.38, -0.73, 3.92], [3.02, 0.64, 3.83], [4.20, 0.82, 3.55], [2.19, 1.72, 4.08], [4.10, -1.78, 1.79], [4.20, -2.31, 0.38], [4.59, -3.46, 0.20], [3.77, -1.48, -0.68], [4.54, -0.20, -0.75], [3.88, -2.18, -1.96], [2.33, 4.47, 3.63], [4.04, 4.37, 3.30], [3.07, 5.72, 2.68], [2.29, 2.92, 1.94], [2.13, 4.42, 0.97], [4.74, 3.03, 1.60], [4.54, 4.32, 0.46], [4.79, 2.14, -0.65], [3.40, 1.49, 0.25], [3.42, 2.71, -2.29], [2.67, 3.90, -1.20], [1.00, 2.45, -0.51], [1.72, 1.03, -1.18], [0.49, 1.43, -3.16], [1.32, 2.95, -3.29], [-0.37, 3.88, -1.57], [-0.73, 3.75, -3.27], [-2.62, 4.27, -1.76], [-2.74, 3.21, -0.38], [-4.18, 1.91, -2.41], [-4.57, 3.60, -2.68], [-5.82, 3.69, -0.70], [-4.75, 2.50, 0.12], [-6.65, 1.77, -2.12], [-5.79, 0.69, -1.07], [-7.21, 2.38, 0.69], [-8.35, 2.11, -0.61], [-7.07, 0.13, 1.30], [-7.76, -0.44, -0.22], [-9.36, 1.41, 1.51], [-9.96, 0.16, 0.46], [-9.45, -1.56, 2.13], [-8.41, -0.47, 3.01], [-10.13, -0.19, 3.05], [-1.57, -1.17, 0.58], [-0.80, -0.29, 1.86], [0.59, -1.80, 0.12], [0.71, -0.31, -0.73], [1.35, 0.65, 1.74], [2.48, 0.08, 0.54], [1.34, -0.59, 4.18], [2.89, -1.34, 4.66], [1.85, 2.05, 3.24], [4.50, -2.55, 2.43], [4.71, -0.88, 1.92], [5.31, -0.27, -1.51], [3.88, 0.62, -1.03], [5.02, 0.01, 0.20], [4.91, -2.46, -2.18], [3.56, -1.50, -2.74], [3.24, -3.05, -1.98], [4.02, -6.52, 0.39], [2.97, -7.41, 0.87], [2.94, -7.77, 2.28], [2.02, -7.91, 0.06], [1.12, -8.65, 0.43], [5.00, -6.97, 0.57], [3.96, -5.57, 0.91], [3.90, -6.34, -0.68], [3.03, -8.86, 2.39], [2.00, -7.46, 2.73], [3.77, -7.29, 2.79], [2.13, -7.58, -0.98], [4.83, 1.45, 6.66], [5.10, 1.82, 8.03], [4.32, 1.21, 9.10], [6.05, 2.71, 8.36], [6.31, 3.05, 9.50], [3.80, 1.69, 6.40], [4.99, 0.38, 6.53], [5.49, 1.99, 5.98], [3.79, 1.98, 9.66], [4.98, 0.67, 9.78], [3.60, 0.51, 8.67], [6.58, 3.12, 7.49], [8.60, 4.55, -3.99], [7.42, 3.95, -3.40], [7.50, 2.58, -2.90], [6.25, 4.60, -3.30], [5.24, 4.13, -2.82], [8.94, 3.98, -4.85], [9.41, 4.59, -3.25], [8.38, 5.57, -4.30], [6.78, 1.95, -3.43], [7.26, 2.56, -1.84], [8.50, 2.20, -3.06], [6.29, 5.63, -3.70], [-5.01, 8.52, -4.07], [-4.76, 7.25, -3.42], [-3.78, 6.34, -4.01], [-5.41, 6.87, -2.31], [-5.25, 5.80, -1.74], [-5.36, 8.35, -5.09], [-4.08, 9.10, -4.10], [-5.76, 9.08, -3.52], [-4.26, 5.40, -4.27], [-2.99, 6.14, -3.29], [-3.36, 6.79, -4.90], [-6.12, 7.63, -1.95], [-0.84, -11.23, -0.15], [-0.46, -12.56, -0.60], [-1.37, -13.67, -0.38], [0.70, -12.80, -1.23], [1.07, -13.89, -1.62], [-0.99, -11.23, 0.93], [-1.77, -10.92, -0.64], [-0.06, -10.52, -0.39], [-0.88, -14.44, 0.23], [-1.65, -14.13, -1.33], [-2.26, -13.32, 0.14], [1.32, -11.89, -1.35], [-0.05, -6.16, 1.46], [0.12, -5.75, 2.85], [-0.66, -6.40, 3.88], [0.99, -4.78, 3.20], [1.18, -4.40, 4.34], [-1.08, -5.99, 1.15], [0.19, -7.21, 1.34], [0.61, -5.57, 0.82], [-1.27, -5.67, 4.41], [0.00, -6.87, 4.61], [-1.30, -7.15, 3.43], [1.53, -4.35, 2.34], [-8.39, 3.60, -6.26], [-7.74, 4.87, -5.98], [-8.10, 5.60, -4.78], [-6.80, 5.39, -6.79], [-6.23, 6.44, -6.60], [-9.46, 3.75, -6.36], [-8.20, 2.89, -5.46], [-8.00, 3.19, -7.19], [-8.48, 6.58, -5.04], [-7.23, 5.73, -4.14], [-8.86, 5.05, -4.23], [-6.60, 4.76, -7.68]], "smiles": "CCCCCCCCN(CCCCCCCC)C(=S)SCCCP(CC(=O)O)CC(=O)N(C)C.CN(C)C=O.CN(C)C=O.CN(C)C=O.CN(C)C=O.CN(C)C=O.CN(C)C=O.CN(C)C=O", "gap_ev": 8.4}